No. 1
10 unconnected molecules or ions with the total composition H20O10. Source: OMol25; level of theory: the ωB97M-V functional and the def2-TZVPD basis.

As for the SMILES: O.O.O.O.O.O.O.O.O.O. As for the HOMO-LUMO gap: 10.798 eV. As for the energy relative to the best compared isomer or geometry (same formula, charge and spin): 124.9 kcal/mol.

Atoms and positions in Å:
O: -0.6431 0.3342 3.4998
H: -0.9180 0.6971 4.3272
H: -1.0672 -0.4130 3.4391
O: 0.3754 -2.8287 -0.6405
H: -0.4460 -3.2196 -0.9016
H: 0.2468 -1.9718 -1.0057
O: 0.1710 2.7429 -1.0405
H: 0.1005 3.5604 -1.2595
H: -0.5579 2.6603 -0.3180
O: 2.5429 -2.2703 1.0934
H: 3.4275 -2.4627 1.2593
H: 2.7396 -1.5367 0.4921
O: 3.6504 0.0975 -0.9928
H: 2.7755 0.4544 -0.8519
H: 3.5082 -0.5294 -1.7499
O: -2.9560 -2.5430 -1.7937
H: -2.6966 -2.4152 -0.9466
H: -3.5710 -1.8483 -1.5706
O: -0.7177 0.3180 0.6461
H: -0.2818 0.8697 1.4357
H: 0.0941 -0.3058 0.5946
O: -3.3388 -0.0036 -0.6619
H: -2.3709 0.3023 -0.7003
H: -3.7793 0.4522 -1.3964
O: -0.1230 3.0265 1.5787
H: -0.1690 2.4896 2.3343
H: 0.3618 3.8114 1.9068
O: 1.1459 0.7256 -1.8965
H: 0.5346 1.3875 -2.3285
H: 1.2141 1.2255 -1.0969

Atomic forces in eV per Å
O 3.8 6.3 0.2
H -0.1 0.5 0.9
H -3.6 -6.6 -1.0
O 0.3 -0.5 0.5
H -0.8 -0.9 -0.2
H 0.3 1.5 -0.6
O -2.2 -7.1 4.0
H -0.4 8.5 -2.5
H 2.1 -0.2 -1.6
O -1.5 1.2 -0.7
H 2.5 -1.2 1.1
H -0.7 0.2 -0.3
O 0.4 -1.4 -0.6
H -0.1 0.1 -0.3
H 0.2 1.0 1.0
O -1.3 -0.4 -3.1
H 3.0 -0.7 4.7
H -1.5 1.0 -1.6
O 4.1 0.2 2.6
H -2.1 -1.6 -2.4
H -2.2 0.9 -0.4
O 1.6 0.9 -0.4
H -1.9 -0.7 0.3
H 0.2 -0.1 0.3
O 0.5 2.0 -0.6
H -0.4 -1.3 1.8
H -0.3 -0.5 -0.5
O -0.9 -0.1 -1.8
H 0.9 -1.4 0.3
H 0.0 0.4 1.0

***

No. 2
10 unconnected molecules or ions with the total composition H20O10. Source: OMol25; level of theory: the ωB97M-V functional and the def2-TZVPD basis.

As for the SMILES: O.O.O.O.O.O.O.O.O.O. As for the HOMO-LUMO gap: 11.065 eV. As for the energy relative to the best compared isomer or geometry (same formula, charge and spin): 51.5 kcal/mol.

Atoms and positions in Å:
O: -0.9680 -0.2409 -2.5010
H: -0.0350 -0.3799 -2.4380
H: -1.0720 0.5571 -2.9810
O: 1.5080 -1.2949 1.3970
H: 1.7060 -1.8559 2.1530
H: 1.3010 -2.0449 0.8150
O: -2.3780 -2.5969 -2.5830
H: -1.9210 -1.7569 -2.5240
H: -3.0080 -2.5579 -1.9070
O: 1.5140 1.5541 -0.3440
H: 0.6000 1.8521 -0.3530
H: 1.9150 1.9991 0.4260
O: 1.7880 -0.8519 -1.7700
H: 1.8000 -0.0329 -1.2970
H: 2.5280 -0.7989 -2.3240
O: -2.0180 -3.7029 1.2970
H: -1.8350 -2.7979 1.0530
H: -2.0360 -4.2309 0.4820
O: -0.5410 2.1691 2.1270
H: -0.6970 2.0491 3.0650
H: -0.6150 1.2671 1.7430
O: 2.4330 1.5711 2.3530
H: 2.2240 2.2441 2.9490
H: 1.5550 1.3121 2.0340
O: -0.6990 2.8551 -0.8610
H: -1.2760 2.7321 -0.1460
H: -0.3320 3.6991 -0.6960
O: -0.7610 -0.0929 0.4680
H: 0.0280 -0.4749 0.8330
H: -0.7080 -0.1509 -0.4690

Atomic forces in eV per Å
O -0.9 -0.7 0.8
H 1.6 -0.5 0.0
H -0.3 1.2 -0.7
O -0.1 -1.3 -0.1
H 0.2 0.6 0.9
H 0.0 0.6 -0.8
O 1.1 -0.7 -1.3
H 0.3 0.5 -0.2
H -1.6 0.0 1.5
O 1.0 0.0 0.4
H -0.4 0.3 -0.3
H 0.2 -0.4 -0.5
O -1.8 -1.1 0.4
H 0.1 1.4 1.1
H 1.6 -0.1 -1.4
O -0.1 -0.7 0.0
H 0.0 0.4 -0.3
H 0.1 0.5 0.3
O 0.2 -0.5 -0.2
H -0.1 0.1 0.2
H -0.3 0.5 -0.2
O 0.1 -1.6 -1.5
H -0.3 1.8 1.6
H 0.2 -0.2 0.1
O 0.2 -0.8 -1.8
H -1.5 -0.5 1.7
H 0.7 1.5 0.1
O -1.4 0.4 1.4
H 1.0 -0.5 0.2
H 0.0 0.0 -1.5

***

No. 3
10 unconnected molecules or ions with the total composition H20O10. Source: OMol25; level of theory: the ωB97M-V functional and the def2-TZVPD basis.

As for the SMILES: O.O.O.O.O.O.O.O.O.O. As for the HOMO-LUMO gap: 10.214 eV. As for the energy relative to the best compared isomer or geometry (same formula, charge and spin): 90.6 kcal/mol.

Atoms and positions in Å:
O: -0.3565 -0.3217 -0.1261
H: -1.0666 -0.4034 -0.7727
H: 0.4374 -0.2144 -0.6619
O: 3.0633 -0.1218 -0.7833
H: 2.5610 -0.9063 -1.0307
H: 2.3947 0.5668 -0.6953
O: -1.0042 3.4654 2.1444
H: -0.9774 2.7981 2.8393
H: -1.0102 4.3021 2.6228
O: -0.0883 1.7928 -2.0148
H: 0.4482 1.2760 -2.6265
H: 0.4967 2.5056 -1.7344
O: 1.3400 -2.2125 1.0583
H: 1.4460 -1.8541 0.1699
H: 0.8872 -1.5121 1.5413
O: 4.0783 -2.3395 0.1743
H: 3.2481 -2.5880 0.5961
H: 3.9005 -1.4685 -0.1982
O: -2.6811 0.4909 -1.3279
H: -3.3625 0.8086 -0.7247
H: -1.9034 1.0120 -1.0986
O: -1.3531 -3.8355 0.5019
H: -2.2845 -3.6901 0.3009
H: -0.8907 -3.5020 -0.2752
O: -5.9917 -0.4814 0.0254
H: -6.3436 -0.3367 0.9109
H: -5.3322 -1.1740 0.1454
O: 3.5475 2.3268 0.1384
H: 3.9922 3.1817 0.1580
H: 2.8048 2.4350 0.7432

Atomic forces in eV per Å
O 0.6 -0.3 0.1
H -0.3 -0.2 0.1
H -0.3 0.2 0.1
O -0.9 0.1 -0.6
H 0.1 0.0 -0.4
H 0.5 0.4 0.1
O 0.1 0.0 0.2
H 0.0 0.0 -0.1
H 0.0 0.0 -0.1
O 0.4 0.0 -0.1
H -0.1 0.1 -0.2
H -0.1 0.1 0.0
O 0.3 -0.2 0.0
H -0.4 -0.1 0.4
H -0.1 -0.1 -0.1
O 0.1 -0.5 -0.3
H 0.1 0.0 0.4
H 0.6 -0.1 0.6
O -0.1 0.0 0.1
H -0.1 -0.1 -0.1
H 0.0 0.5 -0.2
O -0.2 0.0 -0.2
H 0.1 -0.1 0.0
H 0.1 0.0 0.2
O 0.1 0.0 0.2
H 0.0 0.0 -0.1
H -0.1 0.0 -0.1
O -0.2 0.3 0.0
H 0.0 -0.1 -0.1
H 0.1 0.0 0.1

***

No. 4
A molecular structure, H20O10. Source: OMol25; level of theory: the ωB97M-V functional and the def2-TZVPD basis.

As for the HOMO-LUMO gap: 8.503 eV. As for the energy relative to the best compared isomer or geometry (same formula, charge and spin): 299.1 kcal/mol.

Atoms and positions in Å:
O: 1.0437 -2.1758 0.3982
H: 1.7064 -1.8945 1.0290
H: 1.2525 -1.6921 -0.4010
O: -2.1995 0.1734 -1.5122
H: -3.1016 0.1640 -1.1923
H: -2.1551 -0.5591 -2.1268
O: 1.1874 0.0520 -2.7117
H: 1.3972 0.3446 -3.5986
H: 1.1024 0.8603 -2.2061
O: 1.9391 -0.7676 2.0769
H: 2.7544 -0.4493 1.6894
H: 1.2781 -0.1329 1.8002
O: 0.9634 0.9106 0.8853
H: 1.1395 1.6941 0.3642
H: 0.2089 1.1461 1.4252
O: 0.5111 1.9076 -2.0760
H: -0.3285 2.2029 -2.4284
H: 0.5117 2.2140 -1.1691
O: -1.5727 1.2203 1.0663
H: -1.0407 0.7103 0.4554
H: -0.9495 1.5385 1.7195
O: -1.4277 -1.6862 0.6062
H: -0.9909 -2.5222 0.4431
H: -0.9105 -1.0458 0.1177
O: -0.5228 -0.5494 2.2653
H: -1.0066 -1.1350 2.8478
H: -0.5659 -0.9738 1.4084
O: -0.3337 -0.1111 -0.2573
H: 0.4276 0.2472 0.1990
H: -0.3176 0.3089 -1.1173

Atomic forces in eV per Å
O 0.0 -1.7 -1.6
H 0.1 0.0 0.7
H 0.0 -0.2 -0.5
O -1.1 0.6 -1.3
H -0.2 0.1 0.3
H 0.0 -0.3 -0.1
O 1.6 -4.8 -1.6
H 0.2 -0.2 -0.2
H 0.9 -1.3 -0.7
O 2.5 -0.7 2.0
H 0.5 0.2 0.2
H 0.7 -1.3 1.4
O 5.8 7.3 2.8
H 0.7 0.5 0.3
H -0.2 0.0 0.9
O -1.9 6.1 2.2
H -0.6 -0.1 -0.3
H -0.3 0.9 0.0
O -2.3 4.1 1.3
H -1.0 -0.6 -0.8
H -1.8 0.4 1.1
O -4.7 -5.6 0.3
H 0.0 -0.3 0.0
H -0.8 -1.0 -1.8
O 1.7 1.9 4.1
H 0.0 0.0 -0.1
H -0.6 -1.4 0.8
O 0.7 0.2 -7.8
H 0.8 -2.0 -1.1
H -0.6 -0.7 -0.5

***

No. 5
10 unconnected molecules or ions with the total composition H20O10. Source: OMol25; level of theory: the ωB97M-V functional and the def2-TZVPD basis.

Its charge is +1. As for the expectation value of S²: 0.76. As for the HOMO-LUMO gap (spin up / spin down): 11.092 / 2.185 eV. As for the energy relative to the best compared isomer or geometry (same formula, charge and spin): 32.6 kcal/mol. As for the multiplicity: 2.

Atoms and positions in Å:
O: 2.5709 0.3190 0.9515
H: 3.2881 0.0777 0.3654
H: 2.8497 0.0078 1.8127
O: 0.0329 0.1659 0.2694
H: 0.9426 0.1698 0.5671
H: -0.1460 -0.7500 0.0565
O: -2.8306 1.7066 0.5255
H: -2.0583 2.2614 0.6348
H: -3.5707 2.2896 0.6944
O: 1.2725 -4.1724 0.6356
H: 0.9400 -4.7418 1.3295
H: 0.6375 -3.4579 0.5866
O: -0.0601 1.9906 2.7652
H: 0.7093 1.5473 3.1227
H: -0.3477 1.4292 2.0453
O: -0.4381 2.9498 -2.0714
H: -0.2779 2.3698 -1.3270
H: -1.3718 2.8495 -2.2571
O: -0.8079 -2.4794 -0.0998
H: -1.0393 -3.0596 -0.8251
H: -1.6387 -2.3047 0.3422
O: 0.4392 -2.2595 -2.8303
H: 0.1926 -2.2864 -3.7548
H: -0.3130 -1.8607 -2.3928
O: 2.5516 2.8440 1.4753
H: 1.7757 3.2030 1.9057
H: 2.3747 1.9060 1.4050
O: -1.7843 -0.5423 -2.1972
H: -1.4288 -0.2769 -1.3491
H: -2.4643 0.1045 -2.3855

Atomic forces in eV per Å
O 0.1 0.1 0.5
H 0.3 -0.1 -0.5
H 0.2 -0.5 0.4
O -0.8 0.9 0.0
H 0.5 -0.1 -0.2
H -0.1 -0.7 0.0
O 0.2 -0.3 -0.3
H 0.2 0.2 0.1
H -0.3 0.1 0.1
O 0.5 -0.1 0.0
H 0.0 -0.3 0.2
H -0.3 0.3 -0.1
O 0.4 0.7 -0.1
H 0.0 -0.3 0.5
H -0.3 -0.5 -0.4
O 0.4 0.2 -0.1
H 0.2 -0.5 0.4
H -0.5 0.1 -0.2
O 0.1 0.4 0.1
H 0.0 -0.4 -0.4
H -0.4 0.0 0.3
O 0.6 -0.3 0.3
H -0.1 0.0 -0.5
H -0.5 0.5 0.0
O 0.8 1.6 -0.1
H -1.0 0.7 0.5
H 0.1 -1.6 -0.6
O 0.2 -0.3 -0.1
H 0.0 0.3 0.4
H -0.3 0.1 -0.2

***

No. 6
A molecular structure, H20O10Xe. Source: OMol25; level of theory: the ωB97M-V functional and the def2-TZVPD basis.

As for the HOMO-LUMO gap: 10.036 eV. As for the energy relative to the best compared isomer or geometry (same formula, charge and spin): 21.4 kcal/mol.

Atoms and positions in Å:
Xe: 13.5930 0.6642 -12.7728
O: 13.4022 3.3729 -15.9039
H: 13.0963 3.7746 -15.0908
H: 14.0065 4.0151 -16.2764
O: 12.9288 0.9393 -9.0103
H: 13.0718 1.0882 -8.0756
H: 12.2776 0.2386 -9.0448
O: 13.2395 3.5736 -9.5625
H: 13.0750 2.6385 -9.4415
H: 13.9242 3.6124 -10.2303
O: 14.9626 3.8994 -11.6351
H: 15.4584 3.5501 -12.3756
H: 15.5308 4.5737 -11.2626
O: 12.3343 -3.2240 -11.6802
H: 12.1700 -3.2568 -10.7378
H: 13.2870 -3.1710 -11.7560
O: 15.6524 -0.1178 -9.5598
H: 16.3416 0.5462 -9.5782
H: 14.8889 0.3385 -9.2062
O: 11.1981 3.4262 -13.6686
H: 11.2912 3.2973 -12.7247
H: 10.4329 3.9941 -13.7590
O: 16.5483 -1.3726 -12.0802
H: 16.1963 -1.0206 -11.2627
H: 16.5488 -2.3213 -11.9525
O: 17.7629 0.5929 -14.0038
H: 17.3188 1.3566 -13.6353
H: 17.5176 -0.1295 -13.4258
O: 10.7130 1.2604 -15.1202
H: 11.4283 0.6389 -15.2557
H: 11.1239 2.0083 -14.6864

Atomic forces in eV per Å
Xe 0.0 0.0 0.0
O 0.1 -0.2 -0.1
H -0.3 0.1 0.3
H 0.2 0.1 -0.2
O 0.3 -0.3 0.1
H 0.0 0.1 0.5
H -0.3 -0.2 -0.2
O -0.2 0.5 0.5
H -0.2 -0.2 -0.1
H 0.1 0.0 -0.4
O 0.1 0.1 -0.1
H 0.0 -0.2 -0.3
H 0.2 0.3 0.1
O -0.2 0.0 -0.1
H -0.1 -0.1 0.2
H 0.3 0.0 -0.1
O 0.4 -0.3 -0.1
H 0.3 0.2 0.0
H -0.6 0.1 -0.1
O 0.4 0.5 0.1
H 0.2 -0.1 0.4
H -0.3 0.1 -0.2
O 0.2 -0.1 -0.4
H -0.3 0.3 0.6
H 0.1 -0.2 -0.1
O 0.3 0.3 -0.3
H -0.1 0.1 0.0
H -0.2 -0.5 0.3
O -0.3 -0.7 -0.3
H 0.1 -0.2 -0.2
H 0.0 0.4 0.2

***

No. 7
10 unconnected molecules or ions with the total composition H21O10. Source: OMol25; level of theory: the ωB97M-V functional and the def2-TZVPD basis.

Its charge is +1. As for the HOMO-LUMO gap: 10.967 eV. As for the energy relative to the best compared isomer or geometry (same formula, charge and spin): 54.7 kcal/mol.

Atoms and positions in Å:
O: -2.8744 -1.0888 1.6716
H: -3.3196 -0.2114 1.8892
H: 1.7293 0.8774 1.2708
O: 0.7506 1.9954 2.2119
H: 1.0614 2.9132 1.9591
H: 0.8691 1.8649 3.1331
O: 2.8462 2.4738 -0.4166
H: 2.6403 -1.8445 2.0882
H: 1.9224 2.3399 -0.7096
O: 1.6544 0.2597 0.5464
H: 1.7224 0.9008 -0.2400
H: 0.3402 -0.1884 0.3967
O: -0.7680 -0.5005 0.1816
H: -1.6450 -2.6649 -1.5914
H: -0.7727 -1.4584 -0.0585
O: 2.5835 1.0608 -2.3153
H: 2.3788 1.6478 -3.0694
H: -1.2390 -0.4773 1.0847
O: -0.8524 1.8401 -1.1255
H: 3.2476 0.4710 -2.7785
H: -0.9568 1.0253 -1.5221
O: -3.7664 -1.5756 -1.3030
H: -3.9248 -1.0620 -2.0524
H: -1.7477 2.2316 -1.3415
O: 1.8262 -1.6223 2.4980
H: -3.5452 -1.7430 1.8988
O: -0.9792 -3.2459 -1.1401
H: -0.3831 -3.0762 -1.9095
H: -3.2593 -1.1313 -0.6521
H: 3.3222 2.2520 -1.2478
H: 1.1387 -2.2630 2.6431

Atomic forces in eV per Å
O -1.0 2.0 0.4
H 0.7 -1.6 -0.3
H -0.3 0.5 1.2
O 0.2 1.6 -1.8
H -0.5 -1.5 0.8
H 0.3 0.2 1.4
O -0.4 0.6 -0.1
H 0.5 -1.2 -0.5
H 0.7 1.0 0.1
O -1.4 -0.3 -3.3
H 0.5 -1.7 1.5
H 0.5 0.3 0.1
O 0.6 -0.5 1.8
H -0.8 -0.9 1.2
H 0.1 -0.1 -0.1
O 1.1 -1.3 -3.0
H -0.3 -0.1 0.5
H 0.4 -0.2 -1.5
O -1.6 3.4 0.6
H -1.0 0.5 1.1
H 0.1 -3.0 -1.3
O -0.1 -2.6 0.9
H -0.3 1.6 -1.6
H 1.6 -0.1 0.5
O -1.3 2.1 1.0
H 0.1 -0.2 0.0
O 0.0 2.3 -2.1
H 0.6 -1.1 1.0
H 0.5 1.1 0.8
H -0.3 0.2 1.1
H 0.6 -1.0 -0.3

***

No. 8
10 unconnected molecules or ions with the total composition H21O10. Source: OMol25; level of theory: the ωB97M-V functional and the def2-TZVPD basis.

Its charge is +1. As for the HOMO-LUMO gap: 10.211 eV. As for the energy relative to the best compared isomer or geometry (same formula, charge and spin): 82.3 kcal/mol.

Atoms and positions in Å:
O: 1.9664 -1.5932 0.5230
H: 1.9807 -0.7065 0.2743
H: 0.8457 0.6330 1.0532
O: 0.2018 -0.0482 0.9984
H: -0.4133 3.8626 -0.1348
H: -1.0487 1.5053 3.6012
O: -0.9684 0.8668 2.8808
H: 2.8527 -2.0343 0.3925
H: -1.6495 0.2680 3.1859
O: -0.2059 -2.3549 -0.6176
H: -0.5153 -1.4389 -1.2786
H: -1.1806 -1.9840 -0.3921
O: -1.6426 -0.6964 -1.8076
H: 3.6250 -1.3784 -1.3821
H: -1.9091 -0.0485 -2.4986
O: -2.6253 -2.4826 0.1648
H: -3.2325 -1.8617 0.5622
H: -2.6280 -1.0480 -1.5618
O: 0.1474 3.3946 0.4956
H: -2.9056 -3.4173 0.2091
H: 0.4315 4.0834 1.0951
O: -2.7616 1.2455 -2.7954
H: -1.9646 1.7563 -3.2511
H: 0.1180 -0.2440 2.0206
O: 2.6459 1.3960 0.3837
H: 0.3393 -1.8300 0.0739
O: 4.1262 -1.1265 -0.6109
H: 3.7355 -0.3860 -0.1740
H: -3.2401 1.9068 -2.2660
H: 2.9309 1.9420 -0.3437
H: 2.9440 1.8190 1.2001

Atomic forces in eV per Å
O 0.7 -4.0 1.1
H 0.4 2.1 -0.4
H 0.8 1.5 -0.5
O -1.4 -1.7 2.5
H 0.1 -0.1 0.1
H 0.5 0.4 -0.1
O -0.8 0.7 1.5
H -1.3 1.0 0.0
H -0.4 -0.7 -0.2
O -2.7 4.8 -0.6
H 1.1 -1.7 -0.2
H 1.3 -2.8 1.2
O -3.5 -1.6 0.6
H -0.3 0.3 -0.3
H 0.4 0.1 0.5
O 0.1 -0.2 -0.4
H -0.6 -0.4 0.4
H 3.7 0.8 -0.7
O -0.1 0.0 -0.3
H -0.1 0.9 0.2
H 0.1 0.2 0.3
O 2.1 2.5 -1.9
H -2.7 -1.2 1.4
H 0.0 0.5 -3.1
O 0.0 -0.6 0.5
H 0.5 -0.9 -0.4
O 1.9 -0.9 -0.3
H -0.4 1.0 0.0
H 0.3 -0.3 -0.3
H 0.1 0.5 -0.3
H 0.1 0.0 -0.3

***

No. 9
A molecular structure, H21O11. Source: OMol25; level of theory: the ωB97M-V functional and the def2-TZVPD basis.

Its charge is -1. As for the HOMO-LUMO gap: 8.350 eV. As for the energy relative to the best compared isomer or geometry (same formula, charge and spin): 52.9 kcal/mol.

Atoms and positions in Å:
O: 0.1910 2.1174 -4.2429
H: 0.7323 2.8152 -3.8655
H: 0.3406 1.3612 -3.6733
O: -2.2236 -2.2515 -1.0691
H: -1.8676 -3.1234 -1.2628
H: -1.5675 -1.8160 -0.4979
O: 0.6572 -3.7122 -2.1301
H: -1.9366 2.4687 2.7152
H: 3.6597 1.6237 1.3315
O: 0.2136 -1.7866 0.3494
H: 0.5958 -2.6344 0.1460
H: 1.1419 0.1060 2.8233
O: -1.8848 -0.7845 2.4350
H: -2.8056 -0.2165 -1.2759
H: 0.7648 -0.8910 -0.2326
O: 3.3779 1.1806 0.5516
H: 2.5064 0.7611 0.5630
H: 1.0982 -0.4382 -1.8247
O: 1.2636 -0.0326 -0.9818
H: 0.8088 -4.5584 -2.5249
O: -1.8928 2.3842 3.6763
H: 1.0655 -2.9693 -2.5616
H: -2.4559 1.6289 3.8062
O: 1.3285 2.6805 -1.1689
H: 1.3055 1.7380 -0.8569
H: 2.0267 3.0060 -0.5894
O: -2.0141 0.1612 -0.9136
H: -2.3972 0.0149 2.5326
H: -1.3008 0.2219 -1.5418
O: 0.9048 0.3527 3.7365
H: -1.6744 -0.7836 1.4950
H: 0.3644 -0.4568 3.7917

Atomic forces in eV per Å
O -0.1 0.0 -0.5
H 0.0 0.0 0.4
H 0.1 0.0 0.3
O -0.7 -0.9 -0.4
H 0.2 0.1 0.1
H 0.6 -0.3 0.0
O -1.0 0.2 1.3
H 0.4 0.3 0.0
H -0.5 0.2 1.2
O -0.3 1.1 0.3
H 0.3 -0.3 -0.2
H 0.5 1.0 0.0
O -0.1 -0.1 0.2
H 0.0 -0.5 -0.7
H -0.2 -0.7 -0.1
O 0.4 -0.3 -1.5
H 0.2 0.1 0.3
H 0.1 -0.1 -0.6
O -0.1 0.2 0.9
H 0.5 -0.2 -0.8
O -0.2 0.4 -0.5
H 0.4 -0.1 -0.5
H -0.2 -0.5 0.6
O 0.2 -0.2 0.6
H -0.4 0.0 -1.0
H 0.1 0.3 -0.2
O -0.1 1.7 1.5
H -0.2 0.2 0.0
H 0.1 -0.2 -0.4
O -0.1 -1.5 -1.0
H 0.5 -0.3 -0.3
H -0.4 0.4 0.9